No. 1
Here is 2 unconnected molecules or ions with the total composition C9H15ClF3N5O3S from the OMol25 dataset. Energies are from ωB97M-V/def2-TZVPD.

The HOMO energy is -7.55 eV. As for the molecular weight: 365.77 g/mol.

Positions of all 37 atoms, in Å:
1 N 3.0313 -0.1408 2.6595
2 C 2.6541 0.8219 1.7375
3 N 2.5277 2.2758 2.1365
4 N 2.4085 0.4252 0.2811
5 C 0.9246 0.5552 -0.0153
6 C 0.1184 -0.8912 -0.0457
7 C -1.4682 -0.5210 -0.4002
8 C -2.5118 -0.9636 0.7873
9 C -3.6299 0.1840 1.1777
10 N -3.4862 1.7096 1.2755
11 C -4.8388 2.2569 1.7250
12 N -5.9071 1.1937 1.9445
13 C -5.2021 -0.1116 1.6122
14 Cl -5.9493 -1.8055 1.6987
15 H 3.0729 -1.0602 2.1253
16 H 1.7865 2.4158 2.8577
17 H 2.3387 2.8625 1.2792
18 H 2.8618 1.2093 -0.2715
19 H 0.7032 1.1255 -1.0268
20 H 0.4256 1.1788 0.8585
21 H 0.4988 -1.5903 -0.9245
22 H 0.2317 -1.5001 0.9501
23 H -1.7288 -1.0860 -1.4100
24 H -1.5396 0.6516 -0.5379
25 H -3.0074 -2.0209 0.5865
26 H -1.8507 -1.1122 1.7703
27 H -2.5892 2.2248 1.0841
28 H -5.0516 3.4109 1.9292
29 H -6.8914 1.3794 2.2816
30 C 4.4649 -2.1470 -4.0685
31 F 3.8036 -2.3849 -5.2466
32 F 4.7474 -3.3828 -3.5442
33 F 5.6753 -1.6079 -4.4235
34 S 3.4972 -1.0603 -2.8959
35 O 2.2475 -1.7854 -2.6285
36 O 3.2877 0.2044 -3.6141
37 O 4.3449 -0.9135 -1.7048

No. 2
Here is a molecular structure, C4H10N4 from the OMol25 dataset. Energies are from ωB97M-V/def2-TZVPD.

The HOMO energy is -7.80 eV. As for the molecular weight: 114.15 g/mol. The value obtained for the energy above the lowest of the compared OMol25 structures with the same formula, charge and spin is 167.4 kcal/mol.

Positions of all 18 atoms, in Å:
1 C -1.4580 2.7268 0.9373
2 C 0.2812 -0.1137 -0.2796
3 C 0.4316 -1.5468 -0.1190
4 C -0.6651 -2.1162 0.5168
5 H -2.5099 2.6455 1.3153
6 H -1.0604 3.9055 0.3151
7 H -0.6841 2.7752 1.7886
8 H 0.1212 2.2107 -0.1740
9 H 1.1345 0.3545 -0.9897
10 H -1.2770 -1.6721 1.3619
11 H -1.5420 -2.0193 -0.3606
12 H -0.2799 -3.0696 0.9694
13 H 2.7733 -0.8435 -0.8810
14 H 2.9430 -1.9584 -2.0419
15 N -0.7847 1.7526 0.0697
16 N -0.7111 0.5038 0.3386
17 N 1.2381 -2.2146 -1.0222
18 N 2.0494 -1.3205 -1.7447

No. 3
Here is a molecular structure, C4H10N3 from the OMol25 dataset. Energies are from ωB97M-V/def2-TZVPD.

The HOMO energy is -13.76 eV. As for the molecular weight: 100.14 g/mol. The value obtained for the energy above the lowest of the compared OMol25 structures with the same formula, charge and spin is 70.4 kcal/mol. As for the total charge: +1.

Positions of all 17 atoms, in Å:
1 C 0.9392 -1.4010 -0.9569
2 C -0.9843 1.4893 0.9417
3 C -1.6590 2.2255 -0.0244
4 C 1.2550 -0.4582 1.2906
5 N -0.3915 0.5954 1.3561
6 N -0.3902 -0.8008 -0.9949
7 N 1.2838 -1.5281 0.4752
8 H 0.8995 -2.3675 -1.3828
9 H -0.7507 2.5835 -0.5692
10 H -2.3588 2.9420 0.3258
11 H -2.3537 1.5413 -0.5948
12 H 1.7994 0.4124 1.0248
13 H 1.4207 -0.6915 2.3219
14 H 1.7316 -0.8021 -1.4851
15 H -0.4638 0.1232 -1.2491
16 H -1.1212 -1.3366 -1.3690
17 H 1.1439 -2.5268 0.8901

No. 4
Here is 2 unconnected molecules or ions with the total composition C5H13BrN from the OMol25 dataset. Energies are from ωB97M-V/def2-TZVPD.

The HOMO energy is -13.42 eV. As for the molecular weight: 167.07 g/mol. The value obtained for the energy above the lowest of the compared OMol25 structures with the same formula, charge and spin is 83.2 kcal/mol. As for the total charge: +1.

Positions of all 20 atoms, in Å:
1 C 0.7728 0.8603 -1.3520
2 C -1.2151 2.0465 0.4834
3 C 0.7206 -2.2594 0.7685
4 C 0.7972 0.1283 -0.1041
5 C -1.1685 0.6117 0.8310
6 N 0.6242 -1.3622 -0.3747
7 Br -2.4793 -0.4134 -0.1907
8 H 1.2653 0.3291 -2.2508
9 H 1.2388 1.9043 -1.2355
10 H -0.2925 0.8646 -1.6636
11 H -0.9812 2.1221 -0.4769
12 H -0.4750 2.5878 1.0998
13 H -2.1507 2.5674 0.7625
14 H 1.6008 -2.1617 1.3211
15 H -0.1196 -1.9170 1.4442
16 H 0.2775 -3.2507 0.5322
17 H 1.6220 0.3029 0.6127
18 H -0.8321 0.0950 1.7578
19 H 1.0809 -1.6896 -1.1598
20 H -0.2859 -1.3661 -0.8053

> molecular weight of number 3 (C4H10N3)?

100.14 g/mol